Entry 1:
ORCA calculation (ωB97M-V/def2-TZVPD) on a 7-piece molecular cluster, C25H50O11 overall at a distorted geometry.

Summary:
Total energy   -1809.83747 hartree
Structure (SMILES)   CCOC(C)=O.CCOC(C)=O.CCOC(C)=O.CCOC(C)=O.CC(C)=O.CC(C)=O.CC(C)=O
Strongest force on any atom   9.61 eV/A
Relative energy (zero: lowest compared OMol25 entry of this formula, charge and spin)   887.6 kJ/mol
E_HOMO   -9.28 eV
Orbital gap   9.74 eV

Each line ends with the Mulliken charge.
Geometry (Å):
O -1.76528 0.33138 0.52109  -0.644
C -1.16328 0.78738 -0.45291  0.803
O 0.17572 0.81038 -0.72891  -0.384
C 0.99472 -0.13562 0.05309  -1.038
C 0.87872 -1.56462 -0.39691  -0.528
C -2.05228 1.57338 -1.46091  -1.291
H 0.81272 -0.13962 1.07509  0.539
H 1.87772 0.34538 0.06609  0.821
H 1.30372 -1.66562 -1.48591  0.150
H -0.12428 -1.83462 -0.10791  0.316
H 1.51572 -2.11162 0.30209  0.065
H -3.15528 1.49538 -1.47191  0.222
H -1.82128 1.10838 -2.46691  0.261
H -1.73128 2.49838 -1.49991  0.646
O 4.39972 -0.54362 4.33709  -0.579
C 4.32472 0.68438 4.15609  0.605
O 5.12272 1.66938 4.62409  -0.249
C 6.20872 1.40238 5.54709  -0.397
C 6.67272 2.78938 6.20409  -1.073
C 3.35272 1.17138 3.13609  -0.992
H 6.97472 0.73938 5.24009  0.427
H 5.76672 0.92338 6.44309  0.277
H 5.76972 3.21638 6.75909  0.274
H 6.98072 3.39038 5.39109  0.318
H 7.57872 2.53038 6.68809  0.379
H 3.28872 2.28538 3.19109  0.312
H 2.42472 0.81638 3.21509  0.396
H 3.83972 0.93038 2.31809  0.303
O 4.91972 -2.52262 1.42109  -0.615
C 4.50872 -3.58162 0.85309  0.832
O 4.78972 -3.92562 -0.41091  -0.345
C 5.79872 -3.20162 -1.10391  -0.041
C 6.62972 -4.02462 -2.11891  -1.074
C 3.67372 -4.49262 1.64809  -0.903
H 6.31072 -2.52662 -0.39891  0.401
H 5.21772 -2.45362 -1.79091  0.028
H 7.36172 -4.85062 -1.74291  0.288
H 7.42972 -3.35062 -2.55591  0.327
H 5.92172 -4.60662 -2.71091  0.287
H 4.24572 -4.40062 2.65309  0.290
H 3.70172 -5.46462 1.25709  0.304
H 2.63472 -4.06962 1.99909  0.231
O -5.64128 2.65738 -0.60891  -0.516
C -5.69028 2.93838 0.51509  0.685
O -6.62128 3.77738 1.11709  -0.257
C -7.44728 4.40038 0.24709  -0.626
C -8.33828 5.27238 1.14909  -1.222
C -4.74928 2.41238 1.57609  -0.499
H -8.04828 3.83038 -0.37291  0.450
H -7.11428 4.95338 -0.41191  0.616
H -7.61128 6.19338 1.73009  0.193
H -8.99228 4.78038 1.88709  0.308
H -9.06928 5.74138 0.59409  0.466
H -4.13128 1.77438 1.19509  -0.100
H -5.28228 1.92638 2.40909  0.298
H -4.02428 3.32138 1.87209  0.262
C -2.10628 -2.42762 -2.74791  -0.440
C -2.50528 -1.75262 -4.06191  0.683
O -1.63428 -1.71062 -5.15891  -0.628
C -3.92828 -1.13062 -4.18191  -0.949
H -1.04828 -2.66362 -2.53491  0.167
H -2.58928 -3.39562 -2.78391  0.398
H -2.42728 -1.82262 -1.93191  -0.129
H -3.95328 -0.05862 -4.12291  0.269
H -4.47928 -1.43562 -3.35191  0.241
H -4.16228 -1.36162 -5.15691  0.417
C 3.06472 0.91038 -3.28191  -1.201
C 2.81472 2.16438 -4.10191  0.666
O 1.71572 2.87938 -4.13491  -0.591
C 3.97172 2.49138 -5.11791  -1.104
H 3.86272 0.71738 -2.78191  0.740
H 2.95272 0.00038 -3.95891  0.326
H 2.47372 0.74038 -2.48591  0.168
H 3.33672 2.95738 -5.83791  0.316
H 4.49672 1.73738 -5.47291  0.422
H 4.52172 3.18338 -4.43491  0.264
C -4.58928 -1.40962 1.01309  -0.770
C -5.43528 -2.31962 0.20209  0.752
O -5.42828 -2.16262 -1.03591  -0.536
C -6.17028 -3.45362 0.90909  -1.175
H -5.09128 -0.69062 1.80209  0.256
H -3.79228 -0.96562 0.35009  -0.018
H -3.79428 -1.76462 1.57509  0.519
H -6.59528 -3.14162 1.92509  0.306
H -5.53628 -4.14262 1.60209  0.287
H -6.77928 -3.98362 0.20709  0.339



Entry 2:
ORCA calculation (ωB97M-V/def2-TZVPD) on C4H7NO2S as an isolated structure at a distorted geometry.

Summary:
Total energy   -759.93606 hartree
Strongest force on any atom   3.29 eV/A
Relative energy (zero: lowest compared OMol25 entry of this formula, charge and spin)   368.9 kJ/mol
E_HOMO   -8.79 eV
Orbital gap   9.47 eV

Each line ends with the Mulliken charge.
Geometry (Å):
C -2.42738 0.48102 -0.67594  -0.856
C -1.19158 1.01292 -0.57855  0.197
C 0.01020 -1.02910 0.39156  -0.732
C 1.49093 -1.04316 0.67563  -0.412
N -0.21066 0.43242 0.23724  -0.259
O 2.24486 0.86121 -1.28599  -0.551
O 1.97489 1.68808 0.99405  -0.548
S 1.65028 0.70953 0.00738  0.908
H -3.24527 0.83492 -1.27511  0.284
H -2.55082 -0.43294 -0.12331  0.244
H -0.67690 1.96261 -0.85048  0.305
H -0.29904 -1.53159 -0.52526  0.352
H -0.60169 -1.35714 1.15268  0.402
H 1.67481 -0.99635 1.79060  0.282
H 2.15739 -1.59242 0.06548  0.382



Among the records above, which one has the highest E_HOMO? C4H7NO2S



Which of these has the highest relative energy (zero: lowest compared OMol25 entry of this formula, charge and spin)? C25H50O11



What is the formula in the second record? C4H7NO2S